Formula: C45H84O24S
Source: the OMol25 dataset
Level of theory: ωB97M-V with the def2-TZVPD basis set

```
154
C45H84O24S, DFT ωB97M-V with the def2-TZVPD basis set
C -5.834 -5.821 5.721
C -6.481 -6.211 4.384
C -5.848 -5.535 3.183
C -4.558 -6.239 2.701
C -3.306 -5.362 2.733
C -3.150 -4.408 1.547
C -1.939 -3.492 1.825
C -1.973 -2.095 1.189
C -1.115 -1.961 -0.085
C -0.664 -0.516 -0.263
C 0.415 -0.342 -1.352
C 0.122 0.764 -2.380
C 1.180 1.905 -2.379
C 0.899 2.817 -1.249
C 0.195 3.954 -1.225
C -0.475 4.648 -2.354
C -0.303 6.186 -2.260
C -1.616 6.974 -2.475
C -2.051 7.692 -1.193
S -3.059 9.139 -1.522
O -4.273 8.977 -0.774
O -3.235 9.365 -2.915
O -2.282 10.376 -0.878
C 0.187 4.428 0.190
O -0.400 5.373 0.690
O 0.969 3.578 0.955
C 1.406 2.559 0.120
O 2.113 1.667 0.549
H -5.987 -6.613 6.451
H -6.307 -4.942 6.144
H -4.762 -5.683 5.613
H -7.517 -5.878 4.432
H -6.513 -7.294 4.302
H -5.681 -4.472 3.349
H -6.562 -5.624 2.365
H -4.713 -6.740 1.750
H -4.384 -7.038 3.422
H -3.299 -4.834 3.685
H -2.451 -6.037 2.725
H -4.061 -3.847 1.365
H -2.876 -5.046 0.709
H -1.003 -4.004 1.623
H -1.956 -3.328 2.902
H -1.517 -1.422 1.915
H -2.983 -1.726 1.036
H -0.275 -2.647 -0.013
H -1.759 -2.260 -0.912
H -0.227 -0.212 0.684
H -1.542 0.078 -0.508
H 0.508 -1.280 -1.896
H 1.375 -0.181 -0.875
H -0.822 1.236 -2.116
H 0.046 0.363 -3.383
H 2.166 1.456 -2.306
H 1.129 2.425 -3.329
H -0.008 4.333 -3.279
H -1.526 4.373 -2.406
H 0.104 6.473 -1.303
H 0.390 6.493 -3.034
H -2.416 6.344 -2.839
H -1.419 7.754 -3.201
H -2.639 7.033 -0.567
H -1.182 8.015 -0.629
H -2.063 10.136 0.031
C -7.642 1.273 0.940
C -7.387 0.131 1.900
O -7.949 -1.103 1.429
C -7.276 -1.699 0.449
O -6.253 -1.319 -0.053
O -7.942 -2.802 0.102
C -7.381 -3.485 -1.020
H -8.709 1.367 0.734
H -7.280 2.211 1.361
H -7.138 1.107 -0.011
H -7.879 0.329 2.850
H -6.324 0.004 2.101
H -6.326 -3.701 -0.863
H -7.514 -2.893 -1.924
H -7.916 -4.424 -1.131
C 6.592 5.175 -5.132
C 5.088 5.199 -4.967
O 4.625 4.148 -4.103
C 4.828 4.344 -2.802
O 5.331 5.309 -2.295
O 4.377 3.267 -2.153
C 4.601 3.300 -0.737
H 6.922 4.194 -5.477
H 6.906 5.928 -5.854
H 7.095 5.377 -4.187
H 4.607 5.019 -5.927
H 4.738 6.164 -4.600
H 4.196 4.211 -0.300
H 5.665 3.218 -0.517
H 4.087 2.444 -0.318
C -1.039 -9.461 7.928
C -2.516 -9.405 7.601
O -2.751 -8.986 6.249
C -2.521 -9.905 5.315
O -2.159 -11.036 5.502
O -2.756 -9.349 4.127
C -2.467 -10.197 3.014
H -0.565 -8.502 7.713
H -0.892 -9.700 8.981
H -0.533 -10.218 7.331
H -3.005 -8.659 8.225
H -3.005 -10.361 7.786
H -2.988 -11.147 3.099
H -1.393 -10.360 2.935
H -2.815 -9.674 2.127
C 8.319 -1.276 -7.128
C 7.827 -2.089 -5.950
O 7.860 -1.333 -4.726
C 6.890 -0.429 -4.589
O 6.005 -0.213 -5.373
O 7.077 0.199 -3.431
C 6.150 1.263 -3.184
H 9.314 -0.877 -6.926
H 8.361 -1.896 -8.024
H 7.660 -0.432 -7.326
H 8.486 -2.939 -5.789
H 6.823 -2.479 -6.119
H 5.123 0.917 -3.265
H 6.327 2.081 -3.879
H 6.331 1.607 -2.173
C -5.525 9.259 1.912
C -5.954 8.407 3.087
O -5.958 9.138 4.326
C -6.978 9.972 4.495
O -7.893 10.147 3.735
O -6.816 10.589 5.669
C -7.806 11.578 5.949
H -4.555 9.719 2.110
H -5.455 8.662 1.015
H -6.237 10.064 1.733
H -5.241 7.596 3.234
H -6.932 7.956 2.920
H -8.808 11.162 5.872
H -7.697 12.423 5.270
H -7.634 11.912 6.968
C 14.264 -5.006 -4.161
C 13.585 -5.649 -2.970
O 12.617 -4.777 -2.369
C 11.469 -4.653 -3.030
O 11.174 -5.213 -4.053
O 10.699 -3.797 -2.363
C 9.454 -3.509 -3.007
H 14.703 -4.049 -3.878
H 15.050 -5.656 -4.545
H 13.553 -4.817 -4.964
H 14.317 -5.851 -2.191
H 13.118 -6.597 -3.237
H 8.908 -4.425 -3.226
H 9.629 -2.944 -3.917
H 8.871 -2.902 -2.322
```

The value obtained for the lowest unoccupied orbital energy is -0.044 Eh. The HOMO energy is -10.29 eV. As for the charge: 0. As for the SMILES: CCCCCCCCCCCCCC1=C(CCCCS(=O)(=O)O)C(=O)OC1=O.CCOC(=O)OC.CCOC(=O)OC.CCOC(=O)OC.CCOC(=O)OC.CCOC(=O)OC.CCOC(=O)OC.